Entry from the Open Molecules 2025 dataset: a cluster of 2 separate species, C2H8S2 in total in a non-equilibrium geometry (ωB97M-V/def2-TZVPD).

```
12
Properties=species:S:1:pos:R:3:forces:R:3:mulliken_charge:R:1
S 2.2075 -1.0284 -0.1038 -0.6576 2.2191 -0.4485 -0.26
H 1.4347 0.1762 0.1071 1.1920 -2.0165 -0.0716 0.07
H 2.3605 -0.5821 -1.3807 0.1573 -0.4444 0.3972 0.15
C -1.8100 0.3713 -1.2765 0.6229 -1.2582 -1.2491 -0.69
S -0.9892 -0.0525 0.2673 -0.4696 -1.8399 0.7741 -0.08
C -0.7576 1.4842 1.1569 0.1796 0.9600 0.5291 -0.69
H -2.1566 -0.5468 -1.9442 0.6280 1.6366 2.0376 0.28
H -2.6518 0.9743 -0.9480 -0.0029 0.4013 -0.9425 0.26
H -0.9653 0.7936 -1.8537 -1.2138 0.6576 -0.1571 0.21
H -0.9217 1.2796 2.2576 -0.1104 0.2455 -1.3024 0.25
H -1.5107 2.2367 0.7715 1.0995 -0.5602 0.6513 0.24
H 0.3238 1.8299 1.0911 -1.4250 -0.0009 -0.2182 0.26
```
Positions in Å, forces in eV/Å.

structure (SMILES) = CSC.S
total energy = -877.3129 a.u.
E_HOMO = -8.2 eV
Kohn-Sham gap = 9.030 eV

***

Entry from the Open Molecules 2025 dataset: a cluster of 2 separate species, C2H8S2 in total in a non-equilibrium geometry (ωB97M-V/def2-TZVPD).

```
12
Properties=species:S:1:pos:R:3:forces:R:3:mulliken_charge:R:1
C -3.4983 0.0850 -0.0493 0.3358 0.1348 -0.0656 -0.90
H -3.7831 0.7536 0.7694 0.0506 -0.5145 0.0756 0.23
H -4.3743 -0.1907 -0.6269 -0.0492 0.2125 -0.1893 0.24
H -2.7674 0.6337 -0.6443 -0.2189 -0.0367 -0.2685 0.20
H -3.0135 -0.8453 0.2513 -0.1117 0.2043 0.4470 0.22
C 1.8080 -0.0762 -0.4000 0.2794 -0.9297 -1.9537 -0.91
S 2.7377 1.3697 0.1652 -0.1619 -0.8981 0.7904 -0.02
S 4.3061 0.4031 1.2146 0.0418 0.2589 -0.1909 -0.18
H 2.3465 -0.4921 -1.2929 -0.8811 1.0860 -0.1073 0.37
H 1.7067 -1.0703 0.0337 0.2591 0.5067 1.8710 0.38
H 0.7676 0.2420 -0.5610 0.5181 0.0633 -0.4951 0.21
H 3.7642 -0.8126 1.1402 -0.0620 -0.0876 0.0865 0.14
```
Positions in Å, forces in eV/Å.

structure (SMILES) = CSS.C
total energy = -877.3254 a.u.
E_HOMO = -8.2 eV
Kohn-Sham gap = 8.665 eV

***

Entry from the Open Molecules 2025 dataset: a cluster of 2 separate species, C2H8S3 in total in a non-equilibrium geometry (ωB97M-V/def2-TZVPD).

```
13
Properties=species:S:1:pos:R:3:forces:R:3:mulliken_charge:R:1
C 2.0501 2.2317 -1.9208 1.2385 -0.2021 -0.5826 -0.71
S 2.2842 0.7362 -2.9359 0.1408 -0.0027 0.0330 -0.19
H 2.0965 1.8899 -0.8955 -0.3300 0.2278 0.1752 0.23
H 1.1642 2.7193 -2.2217 -1.3163 0.2842 0.2193 0.29
H 2.8278 2.9762 -2.0991 0.2972 -0.3640 0.1552 0.29
H 2.7780 1.3232 -4.0323 -0.0386 0.0511 0.0061 0.10
C -1.3681 -2.2995 2.7155 -0.1729 1.0679 -0.9589 -0.79
S -1.1476 -1.1109 1.3373 -0.2380 0.1414 0.3069 -0.04
S -3.0644 -0.3259 1.2280 0.2750 0.0947 -0.0649 -0.22
H -2.1060 -3.0056 2.4065 0.0809 -1.0775 -0.2827 0.32
H -0.3537 -2.6305 2.9029 -0.1501 -0.5072 0.2795 0.25
H -1.8263 -1.7977 3.5433 0.2791 0.4549 0.6796 0.32
H -3.3347 -0.7063 -0.0283 -0.0658 -0.1684 0.0342 0.16
```
Positions in Å, forces in eV/Å.

structure (SMILES) = CSS.CS
total energy = -1275.5308 a.u.
E_HOMO = -8.7 eV
Kohn-Sham gap = 9.287 eV

***

Entry from the Open Molecules 2025 dataset: a cluster of 2 separate species, C2H8S3 in total in a non-equilibrium geometry (ωB97M-V/def2-TZVPD).

```
13
Properties=species:S:1:pos:R:3:forces:R:3:mulliken_charge:R:1
S 4.2647 -1.0370 2.8119 -0.1081 0.7691 0.4839 0.18
S 4.9614 -1.1475 0.9674 0.0578 -0.9419 -0.0740 0.19
H 2.9242 -1.2153 2.6575 0.2106 -0.5309 -0.2206 0.32
H 4.4384 -2.3852 0.6636 -0.1656 0.7020 -0.1967 0.32
C -5.8513 1.9241 -1.1761 -0.7644 1.0931 -0.9007 -0.80
C -4.3652 1.6709 -1.2789 0.6535 -1.6900 1.6417 -0.46
S -3.8507 0.3721 -2.4730 0.1069 0.3851 0.3479 -0.24
H -6.0607 2.9983 -1.2129 0.0875 -0.0326 -0.3375 0.27
H -6.3997 1.6316 -0.2803 0.5570 -0.6126 0.0725 0.26
H -6.3196 1.4640 -2.0481 -0.3515 0.1402 0.2168 0.25
H -3.7023 2.5279 -1.2222 -0.2059 0.2879 -0.7251 0.41
H -4.0876 1.1194 -0.3691 0.0866 0.1731 0.0331 0.22
H -4.5551 0.7554 -3.5278 -0.1644 0.2574 -0.3412 0.10
```
Positions in Å, forces in eV/Å.

multiplicity = 2
charge = +1
total energy = -1275.1808 a.u.
E_HOMO (spin up / spin down) = -10.6 / -10.6 eV
<S²> = 0.755
Kohn-Sham gap (spin up / spin down) = 5.171 / 1.122 eV

***

Entry from the Open Molecules 2025 dataset: a cluster of 2 separate species, C2H8S4 in total in a non-equilibrium geometry (ωB97M-V/def2-TZVPD).

```
14
Properties=species:S:1:pos:R:3:forces:R:3:mulliken_charge:R:1
C -0.0177 2.5561 -0.2521 -0.8677 0.7465 0.2173 -0.82
S 0.4394 1.5150 -1.6331 0.0128 -0.1417 -0.0518 -0.06
S 2.1914 0.7013 -0.9219 0.3143 0.0141 -0.2753 -0.24
H 0.0985 2.1162 0.7323 0.2240 -0.3943 -0.0510 0.27
H 0.4992 3.5134 -0.2855 0.2107 -0.0325 0.0445 0.33
H -1.0894 2.7952 -0.3502 0.2526 -0.1745 -0.1450 0.28
H 1.8485 -0.5979 -1.0742 -0.2559 -0.1211 0.4103 0.16
C -0.2387 -1.3482 1.3369 -0.5166 -1.2788 -0.6312 -0.67
S 0.5456 -2.5976 0.2294 2.2439 1.0330 1.4776 -0.37
S -1.2305 -3.2338 -1.1051 -2.1568 -0.1943 -1.2179 -0.53
H 0.4646 -0.6666 1.8092 -0.0295 0.1186 -0.2144 0.20
H -0.9713 -0.8922 0.6699 0.0987 0.6925 0.2585 0.12
H -0.8236 -1.8917 2.0825 0.1391 0.1555 0.2212 0.31
H -1.7162 -1.9692 -1.2380 0.3302 -0.4230 -0.0426 0.03
```
Positions in Å, forces in eV/Å.

multiplicity = 2
charge = -1
total energy = -1673.7304 a.u.
E_HOMO (spin up / spin down) = -0.7 / -3.1 eV
<S²> = 0.754
Kohn-Sham gap (spin up / spin down) = 3.719 / 6.079 eV

***

Entry from the Open Molecules 2025 dataset: a cluster of 2 separate species, C2H8S4 in total in a non-equilibrium geometry (ωB97M-V/def2-TZVPD).

```
14
Properties=species:S:1:pos:R:3:forces:R:3:mulliken_charge:R:1
C -2.3146 2.7539 2.4031 -0.6389 0.4770 1.2580 -0.79
S -1.7533 2.4549 0.7088 -1.0200 -0.3850 0.1744 -0.05
S -2.3611 0.4308 0.7842 1.2677 0.3302 -0.7706 -0.21
H -1.6294 2.1322 3.0000 -0.4348 0.6015 0.2706 0.31
H -3.3721 2.4373 2.6258 1.0114 -0.0039 -0.6771 0.29
H -2.3307 3.8362 2.7192 0.6174 -1.0125 -0.6047 0.27
H -1.1216 -0.0119 0.3899 -0.7590 -0.0347 0.3388 0.18
C 2.6272 -2.8086 0.2251 0.7369 -3.1550 -0.9422 -0.78
S 2.0007 -1.1921 -0.4156 0.6228 -1.2340 -0.8522 -0.06
S 1.9495 -1.5097 -2.5217 1.9423 -0.0855 1.1072 -0.18
H 1.8302 -3.5011 0.6345 0.5004 0.8266 -1.0616 0.30
H 3.2054 -2.6466 1.0964 0.5946 1.0280 1.0146 0.30
H 3.4664 -3.5514 -0.3600 -2.6635 2.5134 0.7381 0.27
H 0.7045 -1.3087 -2.7666 -1.7773 0.1338 0.0067 0.14
```
Positions in Å, forces in eV/Å.

structure (SMILES) = CSS.CSS
total energy = -1673.6888 a.u.
E_HOMO = -8.6 eV
Kohn-Sham gap = 8.847 eV